Entry 1:
{"formula": "C5H11ClNS", "method": "ωB97M-V/def2-TZVPD", "symbols": ["C", "C", "C", "C", "C", "N", "S", "Cl", "H", "H", "H", "H", "H", "H", "H", "H", "H", "H", "H"], "coordinates": [[1.8051, -0.7863, 0.2920], [-0.0212, -0.2827, -2.0276], [-0.4885, -1.0109, 1.0266], [0.8107, 0.9213, 1.4300], [0.0906, 0.5769, -0.8214], [0.5597, -0.1542, 0.4263], [2.5969, -2.1128, 0.4298], [3.1180, 1.2848, -0.6673], [0.6468, -1.0686, -2.2216], [-1.0900, -0.8256, -2.0075], [-0.0955, 0.3200, -2.8665], [-0.1887, -1.8222, 1.5565], [-1.2976, -0.4606, 1.5255], [-1.0145, -1.6508, 0.2963], [1.0668, 0.3860, 2.3910], [1.4535, 1.5219, 0.9273], [-0.2094, 1.4412, 1.7462], [-0.7755, 1.2149, -0.3571], [0.8621, 1.2145, -0.9446]], "nbo_charge": [0.119, -0.655, -0.445, -0.403, -0.188, -0.375, 0.569, -0.374, 0.246, 0.220, 0.266, 0.248, 0.260, 0.256, 0.247, 0.261, 0.252, 0.244, 0.251], "charge": 1, "de_lowest_ev": 1.354}



Entry 2:
{"formula": "C2H4O4", "method": "ωB97M-V/def2-TZVPD", "symbols": ["O", "C", "O", "H", "H", "O", "C", "O", "H", "H"], "coordinates": [[1.0038, 3.1030, 0.7716], [0.9988, 2.0918, 0.1627], [0.8560, 0.8951, 0.8198], [1.0741, 1.8536, -0.9158], [0.9759, 0.1218, 0.2579], [-2.0531, -2.2944, -0.6872], [-1.1189, -1.5653, -0.6368], [0.1457, -1.9478, -0.3349], [-1.0592, -0.4967, -0.8374], [0.2190, -2.8599, 0.0109]], "nbo_charge": [-0.526, 0.646, -0.705, 0.093, 0.491, -0.544, 0.653, -0.724, 0.111, 0.507], "smiles": "O=CO.O=CO", "de_lowest_ev": 0.760}



Entry 3:
{"formula": "C50H48FN5O4Ru", "method": "ωB97M-V/def2-TZVPD", "symbols": ["Ru", "C", "C", "N", "C", "C", "C", "C", "C", "C", "C", "N", "C", "C", "C", "C", "C", "C", "C", "C", "N", "C", "H", "H", "H", "H", "H", "H", "H", "H", "H", "H", "H", "H", "C", "C", "C", "C", "C", "C", "C", "F", "C", "C", "C", "O", "C", "C", "N", "C", "C", "O", "O", "H", "H", "H", "H", "H", "H", "H", "H", "H", "H", "H", "C", "C", "C", "C", "C", "C", "C", "C", "C", "C", "C", "C", "O", "H", "H", "H", "H", "H", "H", "H", "H", "H", "H", "H", "H", "H", "H", "H", "H", "H", "C", "C", "C", "C", "C", "C", "N", "H", "H", "H", "H", "H", "H", "H", "H"], "coordinates": [[-0.2352, -0.7832, -0.2441], [3.4452, -3.8503, -0.2929], [2.5909, -2.6737, 0.1261], [0.7356, -2.1273, -1.3733], [1.6206, -1.6113, -2.3589], [1.9821, -2.8768, -3.2085], [3.8209, -3.9303, -1.5629], [2.0425, -2.5050, -4.6623], [1.5867, -1.3252, -5.1056], [0.9518, -0.2892, -4.2935], [0.9105, -0.4408, -2.9483], [0.2533, 0.2259, -1.9436], [-0.3726, 1.4665, -2.0983], [-0.1188, 2.4115, -3.0933], [-0.8589, 3.5906, -3.1234], [-1.8447, 3.8401, -2.1881], [-2.0900, 2.9321, -1.1416], [-3.0730, 3.1232, -0.1307], [-3.2166, 2.1307, 0.8599], [-2.4094, 1.0324, 0.8799], [-1.4100, 0.8414, -0.0537], [-1.3039, 1.7599, -1.0953], [3.7260, -4.5996, 0.4373], [2.5761, -2.5166, 1.2044], [4.4413, -4.7513, -1.9058], [2.4555, -3.2323, -5.3554], [1.6519, -1.1253, -6.1708], [0.4492, 0.5152, -4.8072], [0.6554, 2.2451, -3.8275], [-0.6553, 4.3221, -3.8965], [-2.4193, 4.7592, -2.2266], [-3.7070, 4.0007, -0.1539], [-3.9913, 2.2083, 1.6138], [-2.5278, 0.2462, 1.6099], [-2.3724, 2.7870, 5.1362], [-1.7556, 3.9219, 4.3344], [-2.8423, 4.8168, 3.7546], [-2.2204, 6.0109, 3.0554], [-1.2059, 5.5503, 2.0446], [-0.8874, 6.3403, 0.9611], [0.0203, 5.8969, 0.0108], [0.2869, 6.7112, -1.0369], [0.6117, 4.6709, 0.0951], [0.2977, 3.8523, 1.1818], [0.9209, 2.5070, 1.2246], [1.7175, 2.1592, 0.3636], [0.5292, 1.7099, 2.3613], [-0.3062, 2.2235, 3.2926], [-0.8969, 3.4421, 3.2371], [-0.5993, 4.2852, 2.1646], [0.9785, 0.2874, 2.5489], [1.3510, -0.1019, 3.6489], [0.9082, -0.4561, 1.4968], [-3.0899, 3.2144, 5.8376], [-1.6426, 2.2262, 5.7178], [-2.9041, 2.0924, 4.4821], [-1.1330, 4.5314, 5.0034], [-3.5010, 5.1390, 4.5631], [-3.4382, 4.2307, 3.0492], [-1.7422, 6.6583, 3.7987], [-2.9828, 6.6130, 2.5578], [-1.3574, 7.3082, 0.8308], [1.2819, 4.2952, -0.6667], [-0.5428, 1.6092, 4.1478], [-1.3020, -5.3678, 0.6326], [0.2190, -5.1581, 0.6223], [0.7171, -4.6741, 1.9792], [0.6093, -4.2368, -0.4956], [0.6241, -4.6983, -1.8337], [1.1718, -4.1362, -2.9739], [3.4282, -2.8623, -2.5283], [3.0821, -1.4908, -1.8491], [3.9488, -0.3435, -2.3590], [5.4064, -0.6048, -1.9806], [3.5061, 1.0194, -1.8292], [1.1666, -2.8869, -0.3935], [3.1226, -1.4865, -0.4378], [-1.5650, -6.1034, 1.3974], [-1.6514, -5.7375, -0.3335], [-1.8351, -4.4397, 0.8434], [0.6741, -6.1335, 0.4072], [0.3590, -3.6637, 2.1878], [1.8071, -4.6696, 2.0374], [0.3419, -5.3223, 2.7736], [0.2073, -5.6935, -1.9806], [1.0664, -4.7402, -3.8708], [4.1860, -2.7514, -3.3048], [3.8501, -0.3667, -3.4502], [5.5286, -0.5329, -0.8985], [6.0527, 0.1411, -2.4461], [5.7541, -1.5935, -2.2902], [3.2976, 0.9795, -0.7611], [2.6059, 1.3829, -2.3215], [4.2980, 1.7558, -1.9910], [-2.7080, -2.0484, -1.8586], [-2.8526, -2.2440, -0.3808], [-3.9548, -2.6803, 0.3207], [-3.6112, -2.6241, 1.6939], [-2.3145, -2.1609, 1.7726], [-1.5114, -1.9270, 3.0139], [-1.8444, -1.9285, 0.4995], [-3.3243, -2.7676, -2.4019], [-1.6771, -2.1966, -2.1893], [-3.0098, -1.0430, -2.1697], [-4.8873, -3.0086, -0.1147], [-4.2213, -2.9186, 2.5363], [-1.6136, -2.7662, 3.7067], [-1.8365, -1.0278, 3.5506], [-0.4554, -1.7886, 2.8020]], "lowdin_spin": [2.405, 0.000, 0.008, 0.156, 0.015, 0.044, 0.006, 0.036, 0.002, 0.045, 0.002, 0.075, 0.034, 0.079, 0.023, 0.074, 0.025, 0.303, 0.063, 0.187, 0.204, 0.046, 0.000, 0.000, 0.001, 0.002, -0.001, 0.004, 0.005, 0.000, 0.002, 0.019, -0.002, 0.010, 0.001, 0.000, 0.000, 0.000, 0.006, 0.000, 0.002, 0.000, -0.001, 0.000, 0.001, 0.000, 0.003, 0.003, 0.003, 0.001, 0.019, 0.026, 0.166, 0.000, 0.000, 0.000, 0.000, 0.000, 0.000, 0.000, 0.000, 0.000, 0.000, 0.000, 0.024, 0.042, 0.002, 0.332, 0.001, 0.305, 0.026, 0.007, 0.002, 0.001, 0.001, 0.007, 0.007, 0.003, 0.000, 0.000, 0.010, 0.000, 0.000, 0.000, -0.006, 0.018, 0.001, 0.000, 0.000, 0.000, 0.000, 0.000, 0.000, 0.000, 0.011, 0.013, 0.004, 0.011, 0.011, 0.000, 0.058, 0.001, 0.005, 0.001, 0.000, 0.001, 0.000, 0.000, 0.000], "multiplicity": 6, "s2": 8.856, "charge": -1, "de_lowest_ev": 4.223}



Entry 4:
{"formula": "C20H14N4O6S", "method": "ωB97M-V/def2-TZVPD", "symbols": ["N", "O", "O", "O", "O", "C", "N", "N", "O", "O", "C", "C", "C", "C", "C", "C", "C", "C", "C", "C", "C", "C", "C", "C", "C", "C", "C", "C", "N", "C", "S", "H", "H", "H", "H", "H", "H", "H", "H", "H", "H", "H", "H", "H", "H"], "coordinates": [[6.0803, 3.0460, 0.0269], [5.4054, -0.7822, -1.0503], [-6.6348, -6.6318, 2.8504], [0.4952, 3.1248, 0.4740], [-4.8974, -7.1554, 1.5817], [5.3111, 2.1808, 0.0451], [2.1437, 1.0962, 0.8360], [-2.9038, -3.7885, 2.5776], [3.8614, 1.8334, -2.9164], [-2.9215, -1.7641, 3.7961], [4.6552, 0.1764, -1.1839], [3.7982, 1.8607, -4.3231], [4.3149, 0.7300, -4.8595], [4.6352, -0.1095, -3.7344], [4.3754, 0.6093, -2.5713], [0.5713, 1.1361, -1.2471], [2.9761, 1.4830, -0.0853], [-3.5228, -4.9409, 2.2742], [-3.5034, -2.9132, 3.3689], [-4.7814, -3.1452, 3.8733], [-2.2653, -0.9781, 1.5406], [-1.1119, -0.2024, 3.5328], [-5.5111, -4.2568, 3.5045], [-1.3970, -0.1372, 0.7907], [-0.2778, 0.6614, 2.7802], [-2.1015, -1.0161, 2.9456], [-4.8427, -5.2033, 2.6746], [-0.4063, 0.6637, 1.3923], [-5.5050, -6.4011, 2.3628], [4.3903, 1.0160, 0.0442], [0.6512, 1.6910, 0.3038], [3.4173, 2.7127, -4.9073], [4.4354, 0.4827, -5.9039], [5.0592, -1.1089, -3.7170], [0.7471, 0.0862, -1.4852], [0.4930, 1.8903, -1.9909], [2.7292, 2.2417, -0.7835], [-2.9902, -5.6448, 1.6470], [-5.2453, -2.4062, 4.4811], [-3.0074, -1.5887, 1.0550], [-1.0243, -0.2189, 4.6099], [-6.5168, -4.4289, 3.8799], [-1.5391, -0.0873, -0.3135], [0.4776, 1.2559, 3.3098], [4.5178, 0.3986, 0.9132]], "nbo_charge": [-0.266, -0.491, -0.376, -0.896, -0.372, 0.278, -0.653, -0.457, -0.412, -0.469, 0.537, 0.128, -0.315, -0.191, 0.125, -1.159, 0.208, 0.097, 0.524, -0.275, -0.261, -0.203, -0.115, -0.163, -0.168, 0.294, -0.046, -0.318, 0.502, -0.453, 1.947, 0.224, 0.244, 0.247, 0.244, 0.254, 0.230, 0.235, 0.234, 0.235, 0.224, 0.259, 0.255, 0.239, 0.296], "e_tot_ha": -1838.883975}



Entry 5:
{"formula": "C4H10N", "method": "ωB97M-V/def2-TZVPD", "symbols": ["C", "C", "C", "C", "N", "H", "H", "H", "H", "H", "H", "H", "H", "H", "H"], "coordinates": [[0.5236, -0.1364, -1.8001], [-1.6636, 0.6844, 0.9252], [1.1640, -1.2561, 0.3380], [-0.2501, 0.8844, 0.2157], [0.4244, -0.1709, -0.4617], [0.1787, 0.4953, -2.5831], [1.3536, -0.8161, -2.0279], [-2.4601, 0.8856, 0.2064], [-1.6620, -0.3844, 1.3604], [-1.7185, 1.3912, 1.7228], [1.1778, -0.8749, 1.4759], [2.1790, -1.3188, -0.0147], [0.7866, -2.2727, 0.1942], [0.4066, 1.2278, 1.0473], [-0.4401, 1.6616, -0.5983]], "nbo_charge": [0.112, -0.602, -0.434, -0.249, -0.219, 0.253, 0.209, 0.234, 0.225, 0.243, 0.256, 0.242, 0.260, 0.244, 0.226], "smiles": "C=[N+](C)CC", "charge": 1, "de_lowest_ev": 2.249}



Entry 6:
{"formula": "C5H14N2O", "method": "ωB97M-V/def2-TZVPD", "symbols": ["C", "C", "C", "C", "N", "C", "N", "H", "H", "H", "H", "H", "H", "H", "H", "H", "H", "H", "H", "H", "H", "O"], "coordinates": [[1.9716, 0.0863, -0.6776], [1.4213, 0.0579, 0.7395], [-0.0575, -0.2049, 0.7681], [-0.9154, 0.7775, 1.0283], [-2.3228, 0.5753, 1.1535], [-0.5593, -1.5904, 0.4514], [3.3962, 0.3860, -0.6189], [1.4762, 0.8944, -1.2107], [1.7862, -0.8855, -1.1396], [1.7059, 0.9827, 1.2387], [1.9187, -0.7577, 1.2710], [-0.6341, 1.7169, 1.4780], [-2.8385, 1.4322, 0.9764], [-2.6859, -0.1092, 0.4996], [0.2793, -2.1982, 0.1190], [-1.1112, -2.0396, 1.2716], [-1.2186, -1.5815, -0.4243], [3.8415, 0.4519, -1.5222], [3.8699, -0.3282, -0.0758], [-2.6356, 0.2513, -2.8652], [-2.1806, 0.7372, -1.4887], [-2.5569, -0.0240, -1.9445]], "nbo_charge": [-0.204, -0.417, -0.057, -0.041, -0.827, -0.666, -0.843, 0.185, 0.161, 0.217, 0.191, 0.190, 0.362, 0.375, 0.211, 0.222, 0.232, 0.359, 0.349, 0.474, 0.475, -0.949], "smiles": "C/C(=C\\N)CCN.O", "de_lowest_ev": 1.745}